{
  "formula": "CH4Cl2OSi",
  "method": "ωB97M-V/def2-TZVPD",
  "symbols": ["O", "Si", "Cl", "Cl", "C", "H", "H", "H", "H"],
  "positions_angstrom": [[2.829639, 1.432769, -1.453859], [1.824313, 0.405597, -2.019676], [1.950488, -1.536679, -1.638325], [0.257357, 0.727194, -3.150264], [-1.345684, -0.241617, 1.672306], [-1.331606, -1.119327, 1.084862], [-1.809245, -0.361536, 2.643722], [-2.019603, 0.407095, 1.148726], [-0.355661, 0.286504, 1.712507]],
  "forces_ev_per_a": [[-1.39, -1.19, -0.84], [2.21, 1.51, 1.42], [0.01, -0.61, 0.09], [-0.84, 0.29, -0.64], [0.53, 1.69, 0.22], [0.35, -1.21, -0.24], [0.36, -0.35, 0.26], [-0.35, 0.64, -0.40], [-0.88, -0.77, 0.15]],
  "mulliken_charge": [-0.476, 0.719, -0.125, -0.120, -0.976, 0.239, 0.272, 0.269, 0.196],
  "lumo_energy_ev": -0.31,
  "total_charge": 0,
  "e_above_lowest_kj_mol": 194.0,
  "energy_ev": -36074.3586,
  "e_homo_ev": -11.1
}